[1]
37
Properties=species:S:1:pos:R:3:forces:R:3:mulliken_charge:R:1 method="wB97M-V/def2-TZVPD" max_force_ev_per_a=5.03 lumo_ev=-1.4 gap_ha=0.2750 homo_energy_ev=-8.87 relative_energy_kcal_mol=100.5 charge=0
H -1.0405 -1.1428 -3.7837 0.8 1.6 0.3 0.260
N -1.0159 -0.1232 -3.4618 1.3 -2.4 1.1 -0.670
C -0.3636 0.0237 -2.3330 -4.0 2.6 -1.7 -0.015
C 0.3279 -1.0679 -1.6190 1.0 -2.3 0.3 0.374
O 0.5789 -2.1169 -2.1975 -0.3 0.3 -0.8 -0.662
C 0.6131 -1.0000 -0.2148 -0.8 2.5 -0.6 -0.094
C 0.2178 0.1071 0.4363 0.1 1.5 0.3 0.392
O 0.3403 -0.0231 1.8318 0.0 0.7 -2.3 -0.432
C 1.0875 -1.2419 2.0287 1.2 -0.8 0.2 0.152
C 0.6298 -1.8059 3.3326 -3.5 1.8 -1.2 -1.919
C 0.8402 -2.0985 0.7280 1.3 -0.8 0.9 2.539
C -0.4465 -2.8486 0.6699 -2.6 -0.8 0.7 -1.980
C 2.0513 -3.0014 0.4160 1.9 -0.6 -1.2 -1.505
C -0.2947 1.3952 -0.2610 -0.3 0.1 1.0 -0.577
C -0.3522 2.6115 0.4520 -3.1 1.8 -3.4 0.510
C 0.0360 2.7710 1.8360 3.8 1.8 0.8 -0.125
O 0.8958 3.6426 2.0900 -2.3 -1.5 0.0 -0.522
C -0.9636 3.8048 -0.2851 1.8 -3.1 -0.3 -0.822
C -1.3125 3.6607 -1.6428 -1.2 3.2 2.4 0.131
O -1.8533 4.8307 -2.2107 0.9 -1.4 1.3 -0.558
C -1.2971 2.4599 -2.2875 1.0 -2.9 -1.7 0.857
O -1.6486 2.3476 -3.5997 0.3 1.1 0.7 -0.686
C -0.7530 1.3369 -1.6420 2.7 -1.3 1.9 0.004
H 2.2151 -1.0368 2.1567 -1.5 0.1 -0.7 0.297
H -0.4708 -1.9593 3.3534 0.5 -0.2 -0.5 0.369
H 1.0525 -2.6491 3.6671 1.9 -3.3 0.7 0.503
H 0.7170 -1.1248 4.1181 0.7 1.5 1.1 0.473
H -0.6123 -3.2394 -0.3358 0.2 0.0 0.0 0.455
H -0.6738 -3.6769 1.3553 0.9 0.0 0.1 0.399
H -1.3171 -2.1944 0.8762 0.5 0.1 -0.2 0.361
H 2.6148 -3.3410 1.3547 -1.0 0.4 -1.2 0.326
H 1.8184 -3.9564 -0.2480 0.3 2.2 1.5 0.296
H 2.8161 -2.3468 -0.1841 -1.2 -1.4 1.0 0.342
H -0.1880 1.9984 2.5714 -0.5 0.2 0.2 0.370
H -1.0605 4.8194 0.0952 0.2 -0.4 0.4 0.432
H -1.9155 4.6984 -3.1422 -0.2 -0.2 -1.3 0.314
H -1.2729 1.4871 -3.9207 -0.7 -0.1 0.1 0.411



[2]
80
Properties=species:S:1:pos:R:3:forces:R:3:mulliken_charge:R:1 method="wB97M-V/def2-TZVPD" max_force_ev_per_a=2.65 lumo_ev=-0.2 gap_ha=0.3579 homo_energy_ev=-9.97 relative_energy_kcal_mol=0.0 charge=0
C -2.4123 5.9296 2.8359 0.4 0.3 -0.1 -0.316
Br -0.8484 6.5664 3.7111 0.6 0.2 0.4 -0.053
Br -3.8585 5.8461 4.0557 -0.7 0.4 0.2 -0.041
Br -2.1173 4.2056 2.1350 0.2 -0.9 -0.6 0.050
H -2.5188 6.6292 2.0125 -0.7 -0.2 0.2 0.349
C 4.7807 4.1466 -1.2580 0.9 -0.1 -0.4 0.152
Br 5.0357 2.3002 -1.6427 -0.2 -0.7 0.2 0.056
Br 4.9632 5.0755 -2.8977 -0.3 0.7 -0.8 -0.013
Br 6.2223 4.7663 -0.1010 -0.7 0.0 0.4 -0.052
H 3.7667 4.3027 -0.9229 0.1 0.1 0.6 -0.195
C -2.2141 1.6854 -4.2930 1.1 -0.9 -1.8 -0.264
Br -1.2221 0.1124 -4.9475 -0.2 0.1 0.1 0.033
Br -2.7609 2.6768 -5.8357 -0.5 0.5 -0.1 -0.051
Br -1.1088 2.5961 -3.1048 0.2 0.7 0.8 0.053
H -3.1073 1.3251 -3.8798 -0.9 -0.4 1.0 0.165
C -6.6636 1.9336 0.7195 0.8 1.4 -0.7 -0.309
Br -7.0219 3.3293 1.9461 -0.3 0.2 1.2 -0.020
Br -5.0027 2.5120 -0.1436 0.5 -0.7 0.1 -0.076
Br -7.9740 2.0157 -0.6265 -1.0 -0.7 -0.6 -0.003
H -6.5639 0.9655 1.1772 0.0 -0.2 0.1 0.338
C 4.5173 -1.4321 1.0558 -0.2 -0.6 0.3 -0.442
Br 3.7509 -0.1577 2.2411 0.0 0.6 0.3 0.017
Br 3.0787 -2.2904 0.1313 -0.3 -0.2 -0.4 0.159
Br 5.4502 -2.8170 2.0685 0.2 0.5 -0.3 -0.049
H 5.1496 -0.9278 0.3327 0.2 -0.2 0.2 0.352
C -4.9621 -2.1516 -2.9332 0.7 -0.2 0.6 -0.412
Br -4.8035 -0.5801 -1.8350 -0.1 0.2 -0.2 -0.021
Br -5.9166 -3.5240 -2.0473 -0.6 -0.4 0.4 -0.037
Br -3.2146 -2.7964 -3.3807 0.4 0.0 -0.3 -0.040
H -5.4607 -1.9576 -3.8503 -0.4 0.5 -0.5 0.387
C 1.6106 -4.5722 5.3305 -1.0 -1.5 1.9 -0.379
Br 2.0494 -3.7885 3.7361 0.7 0.6 -1.5 0.045
Br 0.6452 -3.2870 6.4791 -0.1 -0.5 -0.4 -0.055
Br 3.1593 -5.1375 6.3623 0.1 -0.1 -0.2 -0.070
H 1.0142 -5.5282 5.1783 0.5 1.6 0.2 0.362
C 4.2987 -2.2930 -3.4839 0.2 -0.7 1.2 0.035
Br 3.6281 -0.5882 -3.1773 -0.6 1.3 0.5 0.184
Br 5.9059 -2.5763 -2.4147 -0.2 -0.2 0.0 -0.093
Br 4.6392 -2.5218 -5.2785 0.6 -0.5 -1.8 -0.049
H 3.5330 -2.9938 -3.1717 0.2 -0.2 0.2 -0.083
C 2.6429 -7.1132 -0.5510 0.2 0.3 0.3 -0.369
Br 1.8042 -5.8773 0.6601 0.2 0.0 0.4 0.019
Br 3.2612 -6.1713 -2.0604 0.4 0.6 -1.1 -0.045
Br 1.3700 -8.4288 -1.0387 -0.1 -0.7 -0.1 -0.029
H 3.5739 -7.5206 -0.1575 -0.7 -0.3 0.5 0.361
C 0.2741 1.1175 5.8787 1.1 -0.1 -0.1 -0.466
Br -0.6302 0.4004 4.3633 -0.1 -0.2 -0.2 0.249
Br -0.1025 2.9608 6.1042 -0.5 0.4 0.3 -0.007
Br 2.2375 0.9995 5.6505 -0.5 -0.4 0.1 -0.098
H 0.0308 0.5282 6.7612 0.0 0.3 -0.2 0.393
C 2.6707 5.2426 2.1338 0.0 1.1 -0.7 -0.177
Br 2.1181 3.7300 3.0943 0.2 -0.6 0.2 0.163
Br 2.5700 6.8161 3.2280 0.1 0.4 0.3 -0.074
Br 1.5941 5.4852 0.5135 0.1 0.0 0.1 -0.105
H 3.7019 5.2972 1.7874 -0.2 -0.8 0.1 0.101
C -5.2430 0.3040 4.7149 1.4 -0.2 -1.5 0.218
Br -6.9851 -0.1056 4.1146 -0.7 -0.2 -0.1 -0.047
Br -4.3465 -1.1562 5.5557 0.0 -0.6 0.3 -0.063
Br -5.1422 1.8243 5.7989 -0.1 1.0 0.5 -0.017
H -4.6492 0.4806 3.7928 -0.5 0.1 0.8 -0.155
C -2.1947 -2.7854 0.9609 0.9 0.7 -1.1 0.268
Br -3.6603 -2.4900 2.0803 -0.9 0.2 0.5 0.025
Br -2.3410 -4.3472 -0.1148 0.0 -0.6 0.0 -0.064
Br -0.5561 -2.7489 1.9864 -0.1 -0.1 -0.1 0.091
H -2.1042 -1.9783 0.2206 -0.2 -0.2 0.6 -0.385
C 0.4063 -4.0755 -5.1855 1.0 -0.3 -1.3 -0.388
Br 1.1114 -2.4883 -6.0219 -0.5 0.4 -0.1 -0.074
Br 0.4556 -3.9128 -3.3275 -0.5 0.1 1.0 -0.005
Br 1.5573 -5.5282 -5.7602 0.0 -0.4 0.0 -0.080
H -0.5541 -4.3334 -5.6124 -0.2 0.3 0.4 0.449
C 2.0090 3.3907 -5.8514 0.2 -0.2 -0.9 -0.282
Br 0.4476 3.1387 -6.9600 0.5 0.3 0.1 -0.034
Br 3.4353 4.3628 -6.6855 0.3 0.1 -0.6 -0.077
Br 2.6197 1.7137 -5.2100 0.1 -0.2 0.3 0.045
H 1.7967 4.0581 -5.0645 -0.8 0.2 1.1 0.274
C -0.0799 0.3734 0.0624 0.1 0.2 0.7 -0.375
Br -1.9107 0.7445 0.5844 0.2 0.2 0.1 0.361
Br 0.9697 1.9417 -0.1562 0.1 0.7 -0.1 0.120
Br -0.0303 -0.7276 -1.4474 -0.1 -0.7 -0.8 0.612
H 0.4254 -0.1201 0.8747 -0.3 -0.4 0.3 0.050



[3]
35
Properties=species:S:1:pos:R:3:forces:R:3:mulliken_charge:R:1 method="wB97M-V/def2-TZVPD" max_force_ev_per_a=0.69 lumo_ev=-6.0 gap_ha=0.2117 homo_energy_ev=-11.75 charge=+1
Cl -0.2657 -2.6211 5.8105 0.1 0.1 -0.3 -0.148
C 0.1323 -1.9961 4.2588 0.1 0.1 0.1 0.418
C 1.3740 -1.4090 4.0341 0.1 -0.1 0.5 -0.773
C 1.6826 -0.8872 2.8051 -0.3 0.0 -0.4 -0.316
C 0.7542 -0.9422 1.7453 0.0 -0.1 0.3 0.855
C 1.0793 -0.4139 0.4650 -0.3 -0.2 -0.1 -0.452
C 0.2354 -0.5079 -0.6198 0.0 -0.1 0.0 -0.025
C 0.5004 -0.0158 -1.8792 -0.3 -0.2 0.1 -0.484
C -0.4138 -0.1210 -2.9638 -0.2 0.0 -0.3 0.913
C -0.0728 0.3651 -4.2429 0.0 -0.1 0.4 -0.419
C -0.9595 0.2866 -5.2852 -0.1 0.1 -0.5 -0.730
C -2.2186 -0.2764 -5.0988 0.1 0.1 0.0 0.415
Cl -3.3387 -0.3496 -6.3980 0.2 0.0 0.2 -0.142
C -2.5742 -0.7715 -3.8504 -0.3 -0.2 0.1 -0.895
C -1.6935 -0.6983 -2.8065 0.3 0.1 0.0 -0.307
C -0.4945 -1.5490 1.9997 0.3 0.1 0.0 -0.358
C -0.7972 -2.0638 3.2292 -0.4 -0.2 0.1 -0.948
H 2.0839 -1.3766 4.8421 0.2 0.1 0.1 0.434
H 2.6453 -0.4401 2.6357 0.3 0.1 0.0 0.453
H 2.0360 0.0616 0.3342 0.3 0.2 0.0 0.506
H -0.6876 -1.0356 -0.4801 -0.2 0.0 0.0 0.091
H 1.4451 0.4708 -2.0486 0.3 0.2 -0.1 0.416
H 0.8995 0.7994 -4.3971 0.2 0.1 -0.1 0.408
H -0.7008 0.6615 -6.2605 0.1 0.1 -0.1 0.433
H -3.5496 -1.2070 -3.7128 -0.1 -0.1 0.0 0.435
H -1.9957 -1.0839 -1.8518 -0.2 -0.1 0.2 0.372
H -1.2339 -1.6139 1.2251 -0.2 0.0 -0.1 0.382
H -1.7539 -2.5261 3.4079 -0.1 0.0 0.0 0.436
C 1.5248 3.0903 2.5626 0.1 -0.2 0.4 -0.655
N 0.6885 3.2040 1.3911 -0.3 0.1 -0.6 -0.538
H 1.5159 4.0182 3.1380 0.0 -0.1 -0.1 0.329
H 1.2011 2.2814 3.2216 0.1 -0.1 0.3 0.212
H 2.5598 2.8981 2.2743 0.0 0.1 0.0 0.267
H 0.6592 2.3294 0.8786 -0.1 0.1 0.1 0.179
H -0.2676 3.4395 1.6366 0.1 0.0 0.0 0.239



[4]
41
Properties=species:S:1:pos:R:3:forces:R:3:mulliken_charge:R:1 method="wB97M-V/def2-TZVPD" max_force_ev_per_a=1.02 lumo_ev=-0.1 gap_ha=0.2936 homo_energy_ev=-8.08 relative_energy_kcal_mol=3.2 charge=0
O 2.1080 3.7482 -0.2059 0.0 -0.1 0.0 -0.574
C 2.7269 3.7116 0.8271 -0.3 0.1 -0.5 0.346
O 3.5064 4.7098 1.2361 0.4 0.3 0.2 -0.442
C 2.7034 2.5320 1.7369 0.1 -0.2 0.2 -0.346
C 2.3832 1.3106 1.1443 0.1 0.3 0.0 0.138
C 2.3087 0.1625 1.8988 -0.2 -0.5 -0.2 -0.197
S 1.8984 -1.3857 1.0793 -0.1 0.5 0.0 1.299
O 3.0051 -1.7833 0.2641 0.0 0.1 -0.3 -0.732
O 1.4133 -2.2940 2.0798 -0.1 0.2 0.0 -0.720
N 0.6847 -0.8500 0.0787 0.8 -0.3 0.6 0.112
C 0.6038 -1.3508 -1.2777 0.2 -0.1 -0.6 -0.620
C -0.2172 -0.3580 -2.1066 0.3 -0.2 -0.1 -0.946
N -1.5220 -0.1722 -1.5025 0.2 0.2 0.0 0.073
C -2.5445 -0.9985 -1.9015 -0.4 -0.1 -0.3 0.920
C -3.7985 -1.0308 -1.2668 0.0 0.0 0.1 -0.463
C -4.7876 -1.8345 -1.7905 0.2 0.0 -0.1 -0.577
C -4.5322 -2.5907 -2.9283 0.0 0.0 0.0 -0.457
C -3.2719 -2.4887 -3.4858 -0.3 -0.2 0.0 -0.459
N -2.3104 -1.7287 -2.9955 0.3 0.2 0.2 -0.328
C -1.4062 0.3265 -0.1529 0.0 -0.2 0.4 -1.199
C -0.6014 -0.6609 0.7055 -0.5 0.3 0.3 -0.422
C 2.5505 0.1954 3.2606 0.0 -0.1 0.0 -0.310
C 2.8659 1.3974 3.8678 0.0 0.1 -0.1 -0.665
C 2.9437 2.5649 3.1145 -0.1 -0.3 -0.2 0.436
Cl 3.2954 4.0278 3.9371 0.0 0.1 0.5 -0.196
H 3.4883 5.4383 0.5946 -0.2 -0.3 -0.1 0.349
H 2.1901 1.2751 0.0838 0.0 0.1 -0.1 0.487
H 1.6235 -1.4459 -1.6484 -0.1 0.0 -0.2 0.450
H 0.1163 -2.3352 -1.3082 0.0 0.1 0.0 0.335
H -0.3594 -0.7379 -3.1168 0.2 0.1 0.1 0.473
H 0.2858 0.6123 -2.1318 0.0 0.0 0.0 0.361
H -4.0039 -0.4392 -0.3897 0.0 0.0 0.0 0.247
H -5.7573 -1.8730 -1.3146 0.0 0.0 0.0 0.395
H -5.2847 -3.2305 -3.3595 0.0 -0.1 -0.1 0.381
H -3.0017 -3.0472 -4.3733 -0.1 -0.1 -0.1 0.385
H -2.3850 0.4996 0.2889 0.1 0.0 0.0 0.414
H -0.8682 1.2792 -0.1935 -0.1 0.0 0.1 0.352
H -0.4309 -0.2659 1.7082 -0.2 0.0 0.0 0.520
H -1.1443 -1.6136 0.7888 0.0 0.1 0.0 0.242
H 2.4761 -0.7204 3.8255 0.0 -0.1 0.2 0.489
H 3.0500 1.4445 4.9295 0.0 0.0 0.1 0.450